(1)
# C12H40BFeO14S2

A molecular structure, C12H40BFeO14S2 in a non-equilibrium geometry (the ωB97M-V functional and the def2-TZVPD basis, the Open Molecules 2025 dataset).

Its multiplicity is 6. The calculation puts the orbital gap (spin up / spin down) at 6.832 / 6.807 eV. The net charge is -2.

Geometry as XYZ:
```
70
Properties=species:S:1:pos:R:3:mulliken_charge:R:1
Fe -1.01 -1.39 -1.19 -0.29
S -3.35 -0.09 -3.01 1.38
O -3.15 1.11 -3.83 -0.79
O -2.14 -0.51 -2.34 -0.65
O -4.34 0.16 -1.96 -0.92
O -3.77 -1.23 -3.84 -0.81
S 0.52 -3.50 -2.10 1.51
O -0.36 -2.51 -2.70 -0.54
O 0.20 -2.92 -0.78 -0.50
O 0.11 -4.93 -2.21 -0.78
O 1.87 -3.27 -2.45 -0.77
B -0.97 -0.44 0.74 2.97
H -1.91 -0.85 0.39 -0.55
H -1.05 -0.30 1.81 -0.47
H -0.18 -1.12 0.46 -0.45
H -0.74 0.47 0.22 -0.94
C -3.30 -2.87 0.30 -0.83
O -2.55 -2.78 -0.90 -0.12
H -3.90 -1.96 0.33 0.28
H -3.95 -3.74 0.18 0.35
H -2.71 -2.85 1.22 0.20
H -3.11 -3.23 -1.55 0.29
C -0.25 -1.81 4.60 -0.11
O -1.26 -2.16 5.51 -0.54
H 0.60 -2.49 4.61 0.35
H -0.42 -1.66 3.54 -0.07
H 0.24 -0.89 4.93 0.14
H -1.75 -2.88 5.11 0.31
C -3.02 3.02 -0.94 -0.29
O -3.64 1.98 -0.14 -0.56
H -2.94 4.02 -0.52 0.33
H -1.98 2.78 -1.12 -0.22
H -3.65 3.06 -1.83 0.36
H -3.93 1.24 -0.68 0.42
C 4.50 -1.94 -0.12 -1.71
C 3.22 -1.17 -0.47 1.33
C 3.03 0.09 0.36 -0.83
O 3.14 -0.97 -1.91 -0.64
H 4.38 -3.03 -0.14 0.36
H 4.94 -1.58 0.80 0.37
H 5.31 -1.77 -0.83 0.35
H 2.32 -1.77 -0.32 -0.17
H 2.04 0.53 0.30 -0.49
H 3.81 0.76 -0.01 0.36
H 3.21 -0.10 1.42 0.59
H 2.96 -1.80 -2.35 0.33
C 1.25 2.18 -1.80 -1.13
C 0.35 1.16 -2.46 0.98
C 0.94 0.92 -3.87 -1.53
O 0.57 -0.13 -1.79 0.77
H 0.67 2.57 -0.96 -0.02
H 1.43 2.99 -2.51 0.54
H 2.17 1.65 -1.55 0.20
H -0.67 1.56 -2.49 0.10
H 0.46 0.04 -4.30 0.33
H 1.99 0.62 -3.79 0.28
H 0.76 1.84 -4.43 0.45
H 1.52 -0.26 -1.81 -0.27
C 0.01 3.82 2.57 -1.53
C 0.50 2.38 2.74 2.11
C 1.75 2.17 3.67 -1.29
O -0.58 1.56 3.11 -0.64
H 0.82 4.41 2.13 0.38
H -0.21 4.24 3.56 0.39
H -0.85 3.91 1.91 0.30
H 0.78 2.02 1.75 -0.96
H 1.36 1.82 4.63 0.34
H 2.27 3.13 3.58 0.42
H 2.52 1.52 3.25 0.13
H -0.89 1.13 2.31 0.07
```

(2)
# C12H40BN15O11

8 unconnected molecules or ions with the total composition C12H40BN15O11 in a non-equilibrium geometry (the ωB97M-V functional and the def2-TZVPD basis, the Open Molecules 2025 dataset).

The calculation puts the orbital gap at 9.203 eV.

Geometry as XYZ:
```
79
Properties=species:S:1:pos:R:3:mulliken_charge:R:1
C -1.78 1.56 2.44 -1.24
C -0.86 0.84 1.35 1.52
C -0.96 1.76 0.00 -0.80
C -1.33 -0.62 0.94 -1.20
N -0.82 -1.72 1.82 -0.13
C 0.64 -1.76 1.90 0.50
O 1.13 -1.97 3.04 -0.61
O 1.43 -1.56 0.74 -0.34
B 2.56 -0.70 1.01 0.83
O 2.54 0.61 0.42 -0.57
O 3.72 -1.07 1.78 -0.54
H -2.75 1.87 1.89 0.30
H -1.96 0.87 3.32 0.36
H -1.23 2.53 2.75 0.18
H 0.22 0.92 1.70 -0.27
H -1.70 1.26 -0.72 0.40
H -1.39 2.78 0.29 0.01
H 0.06 1.85 -0.50 0.21
H -1.07 -0.88 -0.15 0.00
H -2.48 -0.68 0.98 0.37
H -1.27 -1.75 2.74 0.36
H 2.56 1.23 1.19 0.30
H 3.62 -0.57 2.62 0.32
C -2.27 5.26 -0.88 0.54
O -2.66 4.43 -0.06 -0.66
N -1.13 5.09 -1.60 -0.14
N -2.94 6.41 -1.14 -0.42
H -0.79 5.75 -2.28 0.34
H -0.61 4.24 -1.43 0.13
H -3.78 6.57 -0.63 0.22
H -2.63 7.09 -1.81 0.16
C -1.48 -6.00 2.20 0.66
O -2.66 -5.91 2.53 -0.68
N -0.84 -7.19 2.07 -0.40
N -0.72 -4.91 1.94 -0.20
H 0.12 -7.28 1.80 0.20
H -1.38 -8.02 2.26 0.18
H -1.15 -4.00 2.03 0.22
H 0.25 -4.96 1.67 0.15
C 1.55 7.38 -2.68 0.67
O 0.48 6.84 -2.93 -0.75
N 2.64 6.68 -2.30 -0.37
N 1.73 8.72 -2.76 -0.40
H 3.53 7.10 -2.09 0.17
H 2.55 5.68 -2.22 0.21
H 0.94 9.27 -3.04 0.22
H 2.60 9.18 -2.56 0.16
C -0.32 4.38 4.96 0.62
O -0.18 3.29 4.44 -0.58
N -1.15 5.33 4.45 -0.32
N 0.33 4.75 6.09 -0.45
H -1.28 6.24 4.86 0.17
H -1.65 5.10 3.60 0.21
H 0.95 4.07 6.50 0.22
H 0.23 5.64 6.53 0.14
C 4.26 -1.93 -3.26 0.58
O 4.90 -1.72 -4.27 -0.67
N 4.03 -0.97 -2.32 -0.29
N 3.71 -3.14 -2.97 -0.32
H 3.50 -1.13 -1.48 0.11
H 4.41 -0.06 -2.49 0.17
H 3.86 -3.88 -3.64 0.20
H 3.18 -3.34 -2.14 0.16
C -0.08 -9.45 -0.80 0.62
O 0.69 -9.48 0.15 -0.64
N -0.91 -8.41 -1.04 -0.32
N -0.16 -10.47 -1.70 -0.40
H -1.55 -8.37 -1.81 0.16
H -0.87 -7.64 -0.39 0.19
H 0.44 -11.26 -1.55 0.22
H -0.79 -10.47 -2.48 0.16
C -1.91 -0.81 -2.99 0.58
O -1.75 0.02 -2.10 -0.61
N -2.55 -1.99 -2.78 -0.37
N -1.46 -0.62 -4.25 -0.42
H -2.69 -2.68 -3.49 0.15
H -2.89 -2.16 -1.85 0.22
H -0.98 0.24 -4.45 0.22
H -1.58 -1.29 -4.99 0.15
```

(3)
# C12H40BO6

7 unconnected molecules or ions with the total composition C12H40BO6 in a non-equilibrium geometry (the ωB97M-V functional and the def2-TZVPD basis, the Open Molecules 2025 dataset).

The calculation puts the orbital gap at 9.886 eV. The net charge is -1.

Geometry as XYZ:
```
59
Properties=species:S:1:pos:R:3:mulliken_charge:R:1
B 10.87 -22.33 -19.34 2.61
H 11.53 -22.70 -20.10 -0.48
H 9.84 -22.43 -19.65 -1.20
H 11.03 -22.78 -18.37 -0.33
H 11.04 -21.26 -19.26 -0.61
C 10.67 -27.44 -18.07 -1.27
C 10.35 -25.99 -18.47 0.20
O 11.55 -25.30 -18.94 -0.60
H 11.22 -27.41 -17.13 0.30
H 11.26 -27.89 -18.87 0.33
H 9.69 -27.88 -17.92 0.35
H 9.97 -25.45 -17.60 0.00
H 9.61 -25.87 -19.26 0.29
H 11.27 -24.43 -19.24 0.38
C 8.10 -18.32 -21.54 -1.40
C 9.03 -19.49 -21.17 0.60
O 8.75 -20.06 -19.94 -0.61
H 8.23 -17.61 -20.72 0.33
H 7.05 -18.60 -21.56 0.33
H 8.39 -17.80 -22.46 0.37
H 10.07 -19.18 -21.09 -0.24
H 9.08 -20.25 -21.95 0.14
H 9.34 -20.81 -19.85 0.43
C 12.07 -23.88 -23.03 -1.13
C 11.05 -22.72 -23.01 0.10
O 9.96 -23.01 -22.14 -0.62
H 12.40 -24.18 -22.04 0.23
H 12.92 -23.55 -23.62 0.36
H 11.66 -24.81 -23.44 0.31
H 10.74 -22.38 -24.00 0.43
H 11.53 -21.86 -22.54 -0.02
H 10.30 -22.91 -21.25 0.36
C 14.05 -18.69 -19.53 -1.26
C 12.73 -19.19 -20.08 -0.15
O 12.89 -20.52 -20.55 -0.57
H 13.92 -17.71 -19.08 0.36
H 14.81 -18.82 -20.31 0.34
H 14.29 -19.32 -18.67 0.19
H 12.31 -18.61 -20.90 0.32
H 11.90 -19.23 -19.37 0.27
H 12.27 -21.12 -20.15 0.30
C 13.41 -20.03 -15.58 -1.36
C 12.76 -21.08 -16.38 -0.03
O 11.55 -20.71 -16.86 -0.59
H 12.85 -19.80 -14.68 0.35
H 13.65 -19.12 -16.14 0.29
H 14.41 -20.39 -15.34 0.37
H 12.57 -21.95 -15.74 0.34
H 13.41 -21.48 -17.16 0.25
H 11.27 -21.26 -17.59 -0.01
C 6.90 -23.71 -16.54 -1.37
C 8.09 -23.07 -17.23 0.07
O 8.02 -23.49 -18.55 -0.57
H 7.00 -24.80 -16.62 0.28
H 6.04 -23.35 -17.09 0.31
H 6.86 -23.42 -15.49 0.40
H 9.00 -23.37 -16.72 0.18
H 8.11 -21.98 -17.25 0.25
H 8.72 -23.14 -19.09 0.09
```

Number 1: energy -98490.05557 eV. Number 2: energy -58652.43198 eV. Number 3: energy -26052.00036 eV.